# 1
Below is the molecule C3H8ClN5, with properties calculated with ωB97M-V with the def2-TZVPD basis set.

Element x y z (Å)
C -0.60659 -1.41932 -0.53730
C -1.70073 -1.19808 0.13169
C 0.29730 -0.34456 -1.17390
N -2.24283 -0.00564 0.43445
N 1.03715 0.35018 -0.11080
N 1.46871 1.51464 -0.38962
N 1.11135 -0.18143 1.07745
N 2.09902 2.17985 0.66452
Cl -3.80849 -0.01756 1.05752
H -0.30617 -2.41422 -0.77272
H -2.21653 -2.02865 0.42331
H 1.06149 -0.84292 -1.84660
H -0.25954 0.44379 -1.74175
H -1.90625 0.86938 -0.12689
H 0.72910 -1.13866 0.94088
H 2.15708 1.67478 1.49353
H 3.08592 2.55841 0.47622

- Spin multiplicity: 1
- Maximum force: 3.63 eV/A
- Frontier orbital gap: 8.328 eV
- E_tot: -852.89063 hartree
- Relative energy (zero: lowest compared OMol25 entry of this formula, charge and spin): 0.0 kcal/mol
- LUMO energy: 0.561 eV

# 2
Below is a structure of composition C5H3NiO3, with properties calculated with ωB97M-V with the def2-TZVPD basis set.

Element x y z (Å)
C 1.78015 -0.32157 1.15031
C 1.51312 0.30274 2.24123
O 1.25814 0.72263 3.30750
C 1.99918 -0.32243 -0.29431
C 0.79475 0.35061 -0.85777
O -0.23237 -0.27846 -1.14682
C -2.79866 1.76843 -0.47062
O -2.73318 1.07671 -1.37845
Ni -1.60324 -0.32095 -2.27873
H 2.92542 0.17158 -0.62037
H 1.96995 -1.36907 -0.66357
H 0.82684 1.43689 -1.04254

- Spin multiplicity: 4
- Maximum force: 5.74 eV/A
- Frontier orbital gap (alpha / beta): 9.024 / 4.711 eV
- <S²>: 3.7873
- Total charge: +2
- E_tot: -1925.44680 hartree
- Relative energy (zero: lowest compared OMol25 entry of this formula, charge and spin): 4.5 kcal/mol
- LUMO energy (alpha / beta): -9.424 / -12.779 eV

# 3
Below is the molecule C4H9NO2, with properties calculated with ωB97M-V with the def2-TZVPD basis set.

Element x y z (Å)
C 0.34598 1.75341 -1.49980
C 0.02243 0.33111 -0.99201
O 0.97676 -0.67799 -1.35465
C -0.32649 0.23341 0.46225
N 0.67232 0.88054 1.29772
C -0.48950 -1.21024 0.91670
O -1.50884 -1.67217 1.34172
H 0.22280 1.69956 -2.57542
H -0.41238 2.42340 -1.09319
H 1.29815 2.10677 -1.11379
H -0.84092 0.09081 -1.62532
H 1.79096 -0.23657 -1.57584
H -1.33557 0.61796 0.65106
H 0.29754 1.51069 1.99918
H 1.18402 0.26766 1.90894
H 0.34873 -1.89863 0.74754

- Spin multiplicity: 1
- Maximum force: 1.80 eV/A
- Frontier orbital gap: 10.115 eV
- E_tot: -363.01211 hartree
- Relative energy (zero: lowest compared OMol25 entry of this formula, charge and spin): 46.1 kcal/mol
- LUMO energy: 0.804 eV
- SMILES: C[C@@H](O)[C@H](N)C=O

Which formula does entry 1 have? C3H8ClN5

Which value of relative energy (zero: lowest compared OMol25 entry of this formula, charge and spin) does entry 2 give? 4.5 kcal/mol